Entry 1:
This record from the OMol25 dataset describes a cluster of 2 separate species, C42H44N5OS in total in a non-equilibrium geometry. The level of theory is ωB97M-V with the def2-TZVPD basis set.

Its total charge is +1. For the HOMO energy, the calculation gives -10.9 eV. As for the spin multiplicity: 1.

Geometry (Å):
C: 0.415 -5.075 -4.551
N: 0.718 -3.895 -3.769
C: 1.622 -2.982 -4.225
O: 2.149 -3.007 -5.338
C: 1.823 -1.947 -3.127
C: 1.604 -0.508 -3.587
C: 2.476 -0.087 -4.746
C: 1.885 0.528 -5.853
C: 2.650 0.832 -6.981
C: 4.026 0.564 -6.986
C: 4.633 0.034 -5.840
C: 3.862 -0.293 -4.718
N: 0.855 -2.359 -2.096
C: 0.856 -1.670 -0.910
C: 0.084 -1.960 0.210
C: 0.308 -1.458 1.524
C: -0.363 -2.160 2.638
C: 0.036 -2.086 3.998
C: -0.537 -2.895 4.980
C: -1.529 -3.823 4.657
C: -2.052 -4.743 5.641
N: -2.453 -5.524 6.422
C: -2.016 -3.848 3.347
C: -1.462 -3.026 2.373
C: 0.272 -3.699 -2.390
C: -1.267 -3.778 -2.381
C: 0.859 -4.800 -1.494
H: 0.869 -4.964 -5.537
H: 0.822 -5.985 -4.088
H: -0.668 -5.187 -4.674
H: 2.862 -2.059 -2.745
H: 0.547 -0.385 -3.875
H: 1.779 0.148 -2.721
H: 0.808 0.728 -5.826
H: 2.165 1.267 -7.857
H: 4.620 0.765 -7.880
H: 5.711 -0.143 -5.822
H: 4.325 -0.723 -3.825
H: 1.575 -0.839 -0.863
H: -0.704 -2.706 0.079
H: 1.310 -1.003 1.701
H: 0.798 -1.364 4.306
H: -0.215 -2.816 6.019
H: -2.837 -4.520 3.091
H: -1.913 -3.075 1.380
H: -1.685 -3.165 -3.193
H: -1.570 -4.824 -2.550
H: -1.694 -3.447 -1.430
H: 1.898 -5.002 -1.789
H: 0.831 -4.486 -0.444
H: 0.274 -5.721 -1.617
C: -3.785 4.165 0.867
C: -2.652 3.284 0.346
C: -3.066 2.579 -0.934
C: -2.124 2.289 1.389
C: -1.773 3.061 2.648
N: -0.934 2.244 3.535
C: -0.704 2.656 4.858
C: 0.338 1.936 5.445
C: 0.633 2.123 6.797
C: -0.136 3.048 7.533
C: -1.162 3.790 6.920
C: -1.434 3.632 5.551
S: 1.136 0.942 4.237
C: -0.143 1.212 3.065
N: -0.339 0.570 1.935
C: -0.935 1.452 0.892
C: 0.096 2.351 0.216
C: 0.328 2.134 -1.145
C: 1.161 2.986 -1.871
C: 1.778 4.066 -1.231
C: 1.570 4.277 0.133
C: 0.743 3.408 0.861
H: -4.614 3.568 1.262
H: -3.450 4.862 1.639
H: -4.177 4.774 0.048
H: -1.813 3.956 0.103
H: -3.768 1.764 -0.724
H: -3.565 3.290 -1.597
H: -2.214 2.173 -1.484
H: -2.945 1.590 1.641
H: -1.246 4.018 2.415
H: -2.691 3.311 3.213
H: 1.433 1.544 7.261
H: 0.067 3.197 8.596
H: -1.766 4.501 7.496
H: -2.187 4.242 5.031
H: -1.322 0.712 0.190
H: -0.150 1.280 -1.636
H: 1.323 2.805 -2.936
H: 2.448 4.724 -1.791
H: 2.061 5.106 0.648
H: 0.622 3.548 1.937


Entry 2:
This record from the OMol25 dataset describes a structure of composition C30H49N9O3SSbSi3Sn in a non-equilibrium geometry. The level of theory is ωB97M-V with the def2-TZVPD basis set.

Its total charge is +3. For the HOMO energy, the calculation gives -15.3 eV. As for the spin multiplicity: 1.

Geometry (Å):
Sn: 1.102 0.428 -0.150
C: -1.560 1.794 -1.222
N: -0.095 1.795 -1.566
C: 0.403 3.211 -1.399
N: -0.339 4.129 -2.217
C: -1.755 4.072 -1.845
N: -2.300 2.719 -2.039
C: -2.135 2.357 -3.454
N: -0.723 2.383 -3.846
C: 0.013 1.456 -3.030
C: -0.206 3.742 -3.626
H: -1.658 2.072 -0.169
H: -1.933 0.777 -1.362
H: 1.460 3.235 -1.674
H: 0.301 3.484 -0.345
H: -2.315 4.772 -2.463
H: -1.867 4.360 -0.798
H: -2.688 3.065 -4.068
H: -2.539 1.360 -3.626
H: 1.068 1.491 -3.308
H: -0.365 0.441 -3.169
H: -0.774 4.438 -4.240
H: 0.843 3.788 -3.923
O: 1.038 5.484 7.607
S: 1.227 4.206 8.173
O: 0.597 3.064 7.066
O: -0.213 3.943 9.081
C: -1.196 3.484 8.344
N: -2.440 3.424 8.714
C: -3.258 2.934 7.799
C: -2.844 2.518 6.516
C: -1.527 2.551 6.137
N: -0.727 3.067 7.129
C: -1.029 2.126 4.796
C: 0.235 2.411 4.284
C: 0.563 1.981 3.007
N: -0.267 1.303 2.221
C: -1.485 1.037 2.702
C: -1.901 1.420 3.963
H: -4.302 2.864 8.083
H: -3.593 2.177 5.825
H: 0.975 2.971 4.841
H: 1.542 2.205 2.596
H: -2.159 0.492 2.051
H: -2.899 1.150 4.266
N: 5.426 2.318 -5.051
C: 5.281 1.738 -4.071
C: 5.035 1.032 -2.843
C: 6.054 0.690 -1.961
C: 5.716 0.022 -0.794
C: 4.385 -0.250 -0.541
N: 3.399 0.078 -1.385
C: 3.727 0.696 -2.519
H: 7.080 0.946 -2.186
H: 6.476 -0.277 -0.087
H: 4.088 -0.752 0.375
H: 2.928 0.925 -3.213
C: -3.055 -1.570 -3.025
Si: -2.717 -2.449 -1.435
C: -2.992 -4.265 -1.519
C: -3.462 -1.642 0.063
Sb: -0.153 -2.003 -1.036
Si: 0.438 -3.473 1.033
C: 2.289 -3.658 0.965
C: -0.095 -2.460 2.501
C: -0.454 -5.089 0.903
Si: 1.030 -3.031 -3.162
C: 0.829 -1.768 -4.498
C: 2.783 -3.272 -2.616
C: 0.097 -4.599 -3.451
H: -4.085 -1.758 -3.345
H: -2.399 -1.918 -3.825
H: -2.941 -0.492 -2.917
H: -4.065 -4.429 -1.663
H: -2.702 -4.779 -0.605
H: -2.477 -4.728 -2.359
H: -4.551 -1.750 0.055
H: -3.236 -0.574 0.087
H: -3.094 -2.109 0.979
H: 2.778 -2.743 0.622
H: 2.577 -4.464 0.289
H: 2.690 -3.904 1.952
H: 0.426 -1.499 2.530
H: 0.140 -2.995 3.426
H: -1.171 -2.272 2.493
H: -0.416 -5.500 -0.106
H: -1.497 -5.004 1.210
H: 0.022 -5.816 1.568
H: 1.370 -0.848 -4.270
H: -0.218 -1.522 -4.684
H: 1.239 -2.164 -5.432
H: 3.157 -2.405 -2.072
H: 3.431 -3.429 -3.485
H: 2.877 -4.153 -1.979
H: -0.880 -4.409 -3.897
H: -0.036 -5.171 -2.531
H: 0.655 -5.230 -4.151


Entry 3:
This record from the OMol25 dataset describes a structure of composition ClF4Fe2NO3 in a non-equilibrium geometry. The level of theory is ωB97M-V with the def2-TZVPD basis set.

Its expectation value of S² is 20.039. Its total charge is -2. For the HOMO energy (alpha / beta), the calculation gives -1.8 / -1.0 eV. As for the spin multiplicity: 9.

Geometry (Å):
Fe: 2.811 1.258 0.685
Fe: 0.216 0.719 -0.376
N: -1.697 -1.900 0.413
O: -1.162 -3.001 0.194
O: -1.046 -0.837 0.501
O: -2.942 -1.841 0.494
F: 2.307 -0.459 -0.040
F: 1.086 1.202 1.774
F: -0.199 0.174 -2.320
F: 2.022 2.110 -0.937
Cl: -1.395 2.574 -0.387


Entry 4:
This record from the OMol25 dataset describes a structure of composition C2H2FIS in a non-equilibrium geometry. The level of theory is ωB97M-V with the def2-TZVPD basis set.

For the HOMO energy, the calculation gives -9.5 eV. As for the spin multiplicity: 1.

Geometry (Å):
C: -0.728 -0.455 -0.003
C: 0.499 0.329 0.000
F: -1.281 -0.381 1.238
S: -0.996 -1.725 -0.945
I: 1.145 1.043 -1.868
H: 0.204 1.356 0.917
H: 1.157 -0.167 0.660


Number 1: total energy -2373.8247 a.u.. Number 2: total energy -3611.4236 a.u.. Number 3: total energy -3667.5867 a.u.. Number 4: total energy -873.0773 a.u..